# 1
# C5H12O

A 3-piece molecular cluster, C5H12O overall (ωB97M-V/def2-TZVPD, OMol25).

Summary:
- Net charge: 0
- Relative energy (zero: lowest compared OMol25 entry of this formula, charge and spin): 6.656 eV
- HOMO: -8.5968 eV
- Lowest unoccupied orbital energy: -0.0630 Eh
- Total energy: -272.7040 Ha

Each line ends with the Löwdin charge.
Cartesian coordinates (Å):
1 C -1.830 0.218 0.948  -0.113
2 C -0.879 -0.821 0.309  -0.244
3 C -0.571 -0.418 -1.140  -0.085
4 C 0.745 -0.277 -1.502  -0.157
5 C 1.891 -0.392 -0.575  -0.135
6 H -2.405 -0.127 1.803  0.069
7 H -2.494 0.632 0.165  0.071
8 H -1.209 1.059 1.277  0.034
9 H -1.311 -1.827 0.385  0.118
10 H 0.075 -0.840 0.814  0.064
11 H -1.397 -0.332 -1.847  0.114
12 H 0.091 1.477 -0.704  0.375
13 H 1.089 0.024 -2.497  0.109
14 H 1.692 0.196 0.357  0.004
15 H 2.778 -0.027 -1.107  0.081
16 H 0.633 1.820 1.959  -0.064
17 H 2.087 -1.408 -0.189  0.105
18 O 1.015 1.044 1.546  -0.345


# 2
# CBr2F2

CBr2F2 as an isolated structure (ωB97M-V/def2-TZVPD, OMol25).

Summary:
- Net charge: 0
- Relative energy (zero: lowest compared OMol25 entry of this formula, charge and spin): 3.027 eV
- HOMO (alpha / beta): -10.8339 / -10.7244 eV
- Lowest unoccupied orbital energy (alpha / beta): -0.0791 / -0.0795 Eh
- Total energy: -5385.7306 Ha

Each line ends with the Löwdin charge.
Cartesian coordinates (Å):
1 C 0.148 0.412 -0.181  -1.228
2 F -0.393 -0.934 1.592  -0.474
3 F 0.000 -0.322 -1.245  -0.001
4 Br -1.107 1.751 -0.074  0.859
5 Br 1.909 0.737 0.285  0.844


# 3
# C19H19F4MoN3O7

C19H19F4MoN3O7 as an isolated structure (ωB97M-V/def2-TZVPD, OMol25).

Summary:
- Net charge: 0
- Relative energy (zero: lowest compared OMol25 entry of this formula, charge and spin): 7.144 eV
- HOMO (alpha / beta): -7.7393 / -6.8621 eV
- Spin multiplicity: 3
- Lowest unoccupied orbital energy (alpha / beta): -0.0471 / -0.0517 Eh
- Total energy: -1893.7199 Ha

Each line ends with the Löwdin charge.
Cartesian coordinates (Å):
1 Mo -0.042 -0.005 -0.038  1.909
2 C 0.472 -0.673 4.394  -0.064
3 C -0.138 -0.639 2.990  -0.233
4 N 0.832 -0.825 1.872  -0.246
5 C 1.049 -2.246 1.466  -0.221
6 C 1.765 -3.124 2.493  -0.058
7 C 2.054 0.006 1.955  -0.195
8 C 1.736 1.495 1.878  -0.188
9 N 0.843 1.750 0.706  -0.104
10 C 0.021 2.871 0.845  -0.166
11 C -1.308 2.708 0.430  -0.111
12 F -1.578 1.448 -0.002  -0.063
13 C -2.249 3.702 0.492  -0.208
14 F -3.502 3.482 0.094  0.117
15 C -1.888 4.944 0.980  0.075
16 C -0.584 5.137 1.394  -0.211
17 F -0.227 6.337 1.865  0.099
18 C 0.362 4.128 1.331  -0.149
19 F 1.617 4.387 1.737  0.094
20 H -0.327 -0.579 5.129  0.083
21 H 1.165 0.153 4.563  0.066
22 H 1.000 -1.603 4.602  0.058
23 H -0.652 0.308 2.875  0.109
24 H -0.921 -1.383 2.927  0.121
25 H 1.613 -2.263 0.573  0.054
26 H 0.099 -2.714 1.204  0.130
27 H 2.704 -2.680 2.829  0.076
28 H 2.000 -4.090 2.043  0.080
29 H 1.141 -3.321 3.364  0.066
30 H 2.702 -0.218 1.128  0.088
31 H 2.627 -0.229 2.861  0.120
32 H 2.683 2.032 1.778  0.117
33 H 1.293 1.819 2.827  0.116
34 H -2.609 5.745 1.039  0.139
35 O 3.816 -2.027 -1.344  0.212
36 C 2.538 -1.761 -1.247  -0.423
37 O 2.012 -0.889 -0.565  -0.122
38 C 1.391 -2.418 -1.890  -0.168
39 C 1.611 -3.473 -2.745  0.014
40 C 0.505 -4.045 -3.353  -0.016
41 C -0.698 -3.466 -3.021  0.034
42 C -0.750 -2.397 -2.134  -0.106
43 N 0.258 -1.742 -1.456  0.086
44 C -2.105 -1.844 -1.847  -0.611
45 O -3.132 -2.271 -2.338  0.064
46 O -1.884 -0.900 -1.040  -0.144
47 H 4.248 -1.375 -0.766  0.157
48 H 2.617 -3.823 -2.926  0.127
49 H 0.575 -4.876 -4.041  0.118
50 H -1.630 -3.820 -3.436  0.130
51 O -0.572 0.715 -1.891  -0.391
52 O -0.896 1.136 -3.034  -0.046
53 O -1.251 -0.524 1.031  -0.415


# 4
# CH10FeO8

CH10FeO8 as an isolated structure (ωB97M-V/def2-TZVPD, OMol25).

Summary:
- Net charge: 0
- Relative energy (zero: lowest compared OMol25 entry of this formula, charge and spin): 4.148 eV
- HOMO (alpha / beta): -6.0482 / -3.7114 eV
- Spin multiplicity: 5
- Lowest unoccupied orbital energy (alpha / beta): -0.0381 / -0.0335 Eh
- Total energy: -1909.6154 Ha

Each line ends with the Löwdin charge.
Cartesian coordinates (Å):
1 Fe -13.306 10.964 -35.429  0.658
2 C -13.135 8.594 -37.576  -1.148
3 O -12.242 8.004 -38.207  -0.011
4 O -13.051 9.770 -37.220  -0.076
5 O -14.044 7.908 -37.279  0.039
6 O -11.237 11.679 -35.286  -0.044
7 H -10.579 11.746 -34.594  0.070
8 H -10.855 12.152 -36.026  0.068
9 O -13.462 12.266 -33.567  -0.049
10 H -13.084 12.181 -32.691  0.067
11 H -13.728 13.184 -33.625  0.070
12 O -13.501 12.534 -36.786  -0.046
13 H -12.699 12.704 -37.281  0.067
14 H -14.150 13.123 -37.170  0.081
15 O -15.316 10.683 -35.332  -0.041
16 H -15.883 9.912 -35.307  0.090
17 H -15.913 11.415 -35.488  0.073
18 O -13.174 9.584 -33.897  -0.034
19 H -13.613 9.405 -33.066  0.082
20 H -12.280 9.266 -33.770  0.081